C39H47HgN10O6S4 as an isolated structure at a distorted geometry. Source: the Open Molecules 2025 dataset; level of theory: ωB97M-V/def2-TZVPD.

Results
Energy: -4259.55300 a.u.
Energy relative to the best compared isomer or geometry (same formula, charge and spin): 28.7 kcal per mole
Kohn-Sham gap (spin up / spin down): 0.128 / 0.209 hartree
Multiplicity: 2
Molar mass: 1080.7 Da
⟨S²⟩: 0.768
Total charge: -2

Geometry as XYZ:
```
107
C39H47HgN10O6S4 | the Open Molecules 2025 dataset | ωB97M-V/def2-TZVPD
C -5.60 0.39 0.73
H -7.13 -2.14 -2.56
H 0.35 0.73 -2.44
H -4.38 -2.66 4.39
C -4.70 -1.40 -1.18
H -2.38 -4.94 4.71
S 3.94 0.32 -2.44
C -6.39 0.08 -0.36
H 5.17 -1.36 1.77
H 1.85 5.75 1.22
H -1.91 -4.82 1.59
C -1.81 -2.60 -3.29
H -0.99 -4.21 3.89
H -0.05 -1.82 3.24
C -5.95 -0.81 -1.33
C 3.08 -1.02 1.20
C 2.32 4.62 -0.56
H -7.64 -0.44 -2.62
H -4.32 -2.08 -1.94
H 0.90 -2.47 4.50
C -4.35 -0.19 0.86
C 1.91 -1.61 2.97
O 0.58 1.50 1.32
C -3.41 -1.26 -4.52
C -2.91 -3.60 3.09
N 0.82 -1.77 3.78
C -6.77 -1.10 -2.56
C 3.83 4.63 -0.30
C -0.21 -3.90 -2.00
H 0.33 2.70 -0.34
O -4.19 1.12 3.11
H 2.56 5.65 -2.45
C -2.00 -4.02 4.25
H -3.65 0.77 -3.88
C -3.58 4.27 -5.18
H 0.35 -4.81 -1.80
C -1.23 3.80 -5.23
N -2.05 0.83 1.81
H -2.97 -3.32 -4.95
N 1.83 -1.16 1.76
C -3.70 3.56 -4.00
H -6.16 -0.97 -3.46
H -4.46 4.72 -5.63
Hg -0.52 -0.28 0.35
C 4.12 -1.38 1.99
C -2.26 -2.38 2.44
H -4.15 -1.16 -5.31
H -4.65 3.43 -3.50
H -1.93 2.91 2.08
C -3.12 -0.16 -3.72
H -3.24 -5.64 2.45
H 0.10 3.67 -1.64
N -1.82 0.84 -1.88
S 3.53 -1.91 3.53
H -7.35 0.57 -0.48
H 0.62 -2.88 -0.32
H -0.26 3.89 -5.71
N -0.69 -1.64 -1.35
C -1.12 -3.83 -3.06
C 0.03 2.13 2.30
O -3.23 -1.08 3.00
H -2.26 4.94 -6.73
S -2.74 2.10 -1.85
N 2.05 3.32 -1.23
C -0.03 -2.82 -1.18
C -2.90 -4.69 2.01
C 3.18 -0.49 -0.17
C -3.90 -1.10 -0.09
H -1.67 1.98 3.56
H -3.58 -4.43 1.20
C 2.24 0.29 -2.01
C -2.58 2.97 -3.42
H -1.31 -4.67 -3.72
C -1.49 2.00 2.48
H 4.37 4.39 -1.22
N 0.67 2.92 -1.27
H -4.72 -4.35 3.96
H 0.49 4.82 0.59
H 4.15 5.62 0.04
H 0.90 5.67 -1.83
N 2.01 -0.14 -0.81
N -1.30 -2.23 1.75
O -4.17 1.81 -1.79
O -2.24 3.04 -0.87
C 1.95 5.73 -1.54
C -2.18 -0.24 -2.69
C -1.54 -1.49 -2.44
H -0.48 2.65 -3.57
H -2.93 -1.56 -0.01
C -2.35 4.39 -5.81
H 1.77 3.99 1.45
C 1.57 4.80 0.75
H -1.97 -3.25 5.02
O 0.61 2.89 3.07
H -5.92 1.11 1.47
H 5.34 -0.47 -0.57
H 1.50 1.43 -3.46
H 2.49 2.59 -0.68
H -4.98 -3.05 2.79
H 4.09 3.90 0.46
C -2.76 -2.46 -4.32
C -4.33 -3.39 3.59
H 2.12 6.71 -1.09
S -3.38 0.27 2.27
N 1.27 0.62 -2.90
C -1.34 3.09 -4.04
C 4.32 -0.30 -0.87
```

=====

One molecule with the formula C5H8O3 at a distorted geometry. Source: the Open Molecules 2025 dataset; level of theory: ωB97M-V/def2-TZVPD.

Results
Energy: -420.93286 a.u.
Energy relative to the best compared isomer or geometry (same formula, charge and spin): 77.3 kcal per mole
Kohn-Sham gap: 0.372 hartree
Multiplicity: 1
Molar mass: 116.1 Da

Geometry as XYZ:
```
16
C5H8O3 | the Open Molecules 2025 dataset | ωB97M-V/def2-TZVPD
O -2.45 1.28 -1.44
C -1.43 0.52 -1.16
H 1.79 -2.47 -0.28
H 1.76 1.15 -0.12
O -0.70 1.76 0.86
H 0.70 -0.51 1.73
H -3.15 1.41 -0.79
C 1.26 -0.76 0.89
H 1.13 -0.11 -1.18
H -1.13 0.07 -2.12
H -0.12 1.70 1.64
H 1.77 -2.61 1.58
C 1.04 0.25 -0.18
C 1.60 -2.05 0.69
C -0.55 0.72 -0.02
O -1.53 -0.34 -0.09
```

=====

C27H39AlBrCl48NOPS3 as an isolated structure at a distorted geometry. Source: the Open Molecules 2025 dataset; level of theory: ωB97M-V/def2-TZVPD.

Results
Energy: -27623.62574 a.u.
Energy relative to the best compared isomer or geometry (same formula, charge and spin): 83.1 kcal per mole
Kohn-Sham gap: 0.233 hartree
Multiplicity: 1
Molar mass: 2329.4 Da
Total charge: -1

Geometry as XYZ:
```
122
C27H39AlBrCl48NOPS3 | the Open Molecules 2025 dataset | ωB97M-V/def2-TZVPD
Cl 4.76 2.83 0.64
H 1.40 -3.97 0.32
H -3.89 1.06 0.14
Br 0.02 1.63 -2.14
H 0.96 0.96 6.92
Cl 1.11 -4.48 2.58
H -0.94 6.52 1.44
H 3.98 1.08 1.99
H -1.42 2.61 0.89
Cl -5.06 2.29 -3.20
Cl 3.02 -0.14 6.91
H -2.73 0.96 2.38
C -7.92 11.12 -0.23
H -0.54 -0.70 -3.74
C -2.95 2.01 2.26
H 1.20 7.02 2.14
Cl -2.08 -2.48 6.14
H -3.15 -0.36 -2.29
C -1.80 4.47 2.88
H -0.63 -0.43 3.02
Cl 2.44 2.79 2.37
Cl -5.44 7.71 -1.33
C -0.30 5.64 1.42
Cl 2.90 8.17 -3.97
S 1.60 -0.89 1.41
H -0.94 -2.02 -2.70
Cl 0.75 5.23 -3.12
Cl 3.32 -7.17 -2.10
H 1.40 6.52 0.50
H -0.10 -10.52 -2.40
C 1.49 8.87 -4.78
Cl 0.41 9.61 -3.60
H -2.94 3.44 0.67
H -7.17 11.80 0.16
Cl 5.51 -9.69 -4.38
Cl 0.52 -6.14 0.27
H 2.40 5.66 3.87
Cl 3.57 -4.66 -0.64
Cl 0.42 -8.57 -3.59
Cl -2.74 -12.29 -3.99
H -4.03 2.12 2.33
Cl 7.44 -1.96 1.99
Cl 2.45 2.63 6.25
Cl 3.95 8.58 3.52
Cl 4.80 -1.95 0.77
C 1.13 6.15 1.48
H -3.22 -4.35 5.32
H -2.65 0.09 -3.95
Cl 6.76 -7.62 -5.98
H -0.71 -17.99 -4.95
Cl 5.08 2.50 3.51
Cl 1.99 10.03 -6.01
Cl 3.62 4.95 -2.74
P -0.10 0.10 1.82
H 0.08 5.95 4.18
C 4.06 2.15 2.11
Cl 1.85 4.86 -0.44
H 6.21 8.04 3.23
C -6.77 2.21 -3.63
C 0.35 5.01 3.69
Cl -9.49 11.61 0.42
H -3.05 -1.54 -3.55
H 2.19 3.94 3.48
N -0.49 4.72 2.55
H -2.90 1.82 -1.14
C -2.20 -13.40 -2.73
Cl -0.54 -13.03 -2.25
H -4.46 6.45 0.39
O 2.01 5.15 1.89
S -3.07 5.47 2.70
Cl -1.50 -16.69 -3.17
Cl -1.18 -5.24 6.02
Cl 5.94 -6.01 -1.62
C 1.83 4.94 3.28
H 0.25 1.44 2.05
Cl -0.10 -15.81 -5.56
Cl -7.10 3.16 -5.08
Cl -7.90 11.26 -2.00
Cl -3.28 -13.35 -1.34
C 6.50 -2.33 0.54
Cl -0.88 -3.59 0.63
C 0.63 -4.48 0.88
H 6.58 -3.39 0.35
C 5.41 7.64 3.84
Al -1.61 -0.17 0.02
Cl 7.15 -1.48 -0.86
H -2.51 -1.48 0.27
Cl -5.02 4.83 -1.20
H -2.21 -14.40 -3.13
C -0.32 -17.13 -4.41
Cl 0.67 -9.07 -0.73
Cl -7.80 2.74 -2.30
Cl -7.49 9.49 0.27
H 4.37 -6.77 -0.05
C 1.81 0.98 6.26
C -2.50 2.47 0.89
C 2.11 5.55 -2.04
Cl 1.21 -17.59 -3.67
C -0.52 -0.21 -1.67
C -2.90 1.41 -0.14
H -0.39 5.08 0.50
C -5.31 6.30 -0.27
C 6.61 -8.32 -4.37
H -7.01 1.18 -3.84
H 0.41 -0.70 -1.44
Cl -1.77 -3.80 3.57
S -2.07 2.85 3.62
C -2.20 -4.01 5.26
C -1.11 -0.96 -2.85
H 2.20 6.62 -1.93
Cl 1.29 0.49 4.66
C 4.30 -6.22 -0.98
Cl 8.19 -8.79 -3.73
H 6.20 -7.57 -3.71
H 0.96 8.06 -5.26
H 0.19 4.22 4.42
C -2.58 -0.65 -3.16
Cl 5.18 5.95 3.41
Cl -1.94 -9.14 -2.00
C -0.22 -9.46 -2.20
Cl -6.76 6.13 0.73
Cl 5.89 7.81 5.54
```

=====

C28H34GeN4ORuS as an isolated structure. Source: the Open Molecules 2025 dataset; level of theory: ωB97M-V/def2-TZVPD.

Results
Energy: -3951.53668 a.u.
Energy relative to the best compared isomer or geometry (same formula, charge and spin): 20.7 kcal per mole
Kohn-Sham gap: 0.238 hartree
Multiplicity: 1
Molar mass: 648.4 Da

Geometry as XYZ:
```
70
C28H34GeN4ORuS | the Open Molecules 2025 dataset | ωB97M-V/def2-TZVPD
H 3.00 -6.00 -0.15
H 4.16 0.06 1.94
C -3.00 -0.33 -3.73
C 2.65 1.67 -0.63
H -4.02 1.61 0.04
H -2.75 -1.18 2.50
H 1.11 -1.28 -5.05
C 0.28 0.19 5.43
H -2.32 -2.25 -4.53
H -3.15 2.63 2.01
H -4.82 -1.09 -2.97
C 4.02 0.76 1.12
H 3.53 3.27 -1.76
H 5.65 3.24 -0.50
C 0.29 -1.22 3.48
H -5.00 0.30 -4.04
H -0.57 -1.78 5.36
C -3.47 3.59 0.13
C 3.02 -4.38 1.26
H 2.88 -2.61 2.46
N -2.67 0.82 -3.20
H 1.00 -2.17 -3.53
C -0.04 -1.01 4.81
C 1.56 -2.97 -0.63
C 3.67 2.56 -0.95
H -2.59 4.32 1.97
H 5.96 1.63 1.35
H 1.20 2.11 5.20
C -0.15 -0.02 -0.27
C -2.03 -1.30 -4.11
C 0.43 -1.84 -4.40
C 2.81 0.76 0.41
H -2.97 4.30 -0.54
H -1.72 -1.55 1.10
H 3.59 -4.93 2.00
H -3.96 2.33 -1.47
H 0.01 0.35 6.46
H -0.77 3.59 0.63
O -2.55 0.36 1.15
N -1.34 2.85 1.04
C 1.29 0.96 3.39
N -3.56 2.30 -0.54
H -0.86 2.50 1.86
H -3.47 -1.50 0.91
C 0.94 1.18 4.72
C -1.36 1.09 -2.95
C 0.96 -0.24 2.75
H 0.03 -2.16 3.00
C -0.71 -0.97 -3.99
C 1.90 -2.35 0.57
H 0.08 -2.72 -4.94
C 4.86 2.55 -0.25
C 1.95 -4.28 -0.89
H 1.68 -4.75 -1.82
C 2.63 -3.07 1.51
S -0.80 2.54 -2.25
C 2.69 -4.98 0.05
N -0.41 0.24 -3.46
C -2.62 -1.01 1.42
H -4.64 -1.31 -4.72
Ru -1.38 1.14 -0.32
C -4.45 -0.63 -3.89
H 0.95 -2.43 -1.34
H 1.71 1.71 -1.17
H 1.83 1.73 2.85
C 5.03 1.64 0.79
H 0.55 0.49 -3.28
H -4.44 4.03 0.39
Ge 1.37 -0.49 0.86
C -2.67 3.39 1.39
```

=====

C17H24As2N2O8PdSSe3Te as an isolated structure at a distorted geometry. Source: the Open Molecules 2025 dataset; level of theory: ωB97M-V/def2-TZVPD.

Results
Energy: -13842.92556 a.u.
Kohn-Sham gap (spin up / spin down): 0.247 / 0.201 hartree
Multiplicity: 5
Molar mass: 1037.2 Da
⟨S²⟩: 6.066
Total charge: +2

Geometry as XYZ:
```
59
C17H24As2N2O8PdSSe3Te | the Open Molecules 2025 dataset | ωB97M-V/def2-TZVPD
Te 3.98 -3.86 -0.64
H -0.73 0.11 2.75
H -0.28 1.81 2.56
C -1.20 -0.85 -1.71
H 0.13 6.20 -1.31
H -4.16 4.69 -0.74
Se 2.54 -5.23 0.99
C -1.71 1.82 -1.66
O -2.96 3.88 -2.15
O -1.52 -2.08 1.55
O 0.84 0.05 -2.48
Pd 0.74 -1.95 0.39
O -0.21 4.21 -1.07
C 0.64 5.36 -0.85
N 3.95 -0.62 3.08
H -0.40 -3.61 -2.16
H -2.92 3.60 -0.07
O 0.37 -1.98 -3.18
C -0.78 0.97 2.08
H 0.79 5.52 0.21
H 5.61 -0.34 4.36
H 1.60 5.19 -1.34
C 0.08 3.11 -0.44
H -3.80 -2.79 1.65
As -2.77 0.21 -2.23
C -0.50 -3.13 -3.13
N 3.89 -2.76 3.47
C -2.05 3.01 -2.55
H -5.10 -2.03 0.67
H 5.56 -2.68 4.75
O 0.97 2.98 0.39
C -1.99 -1.41 0.64
H -3.16 1.08 -4.55
S 1.47 -1.66 2.96
C -4.22 -1.86 1.28
C -1.01 -0.87 -0.34
H -1.54 -2.86 -3.30
As 0.18 0.58 0.42
O -1.51 3.07 -3.61
H -4.48 -1.22 2.12
H 6.02 -0.64 2.67
H -1.81 1.24 1.87
H 5.94 -2.99 3.05
H -0.16 -3.80 -3.91
Se 0.46 -4.33 1.11
H 3.61 0.30 2.86
C 3.16 -1.69 3.16
C -0.74 1.91 -0.75
H -4.34 2.93 -0.91
C 5.29 -2.43 3.73
H -1.47 0.62 -4.43
O -3.26 -1.19 0.43
H -2.75 -0.63 -4.61
C -2.48 0.33 -4.16
C 0.07 -0.88 -2.51
C 5.33 -0.91 3.47
C -3.63 3.75 -0.88
Se 2.93 -1.65 -0.75
H 3.48 -3.64 3.75
```

=====

C23H22N5O7PbSi as an isolated structure at a distorted geometry. Source: the Open Molecules 2025 dataset; level of theory: ωB97M-V/def2-TZVPD.

Results
Energy: -2172.16838 a.u.
Energy relative to the best compared isomer or geometry (same formula, charge and spin): 0.0 kcal per mole
Kohn-Sham gap: 0.251 hartree
Multiplicity: 1
Molar mass: 715.7 Da
Total charge: +1

Geometry as XYZ:
```
59
C23H22N5O7PbSi | the Open Molecules 2025 dataset | ωB97M-V/def2-TZVPD
C 6.38 0.79 -2.40
H 2.63 2.08 -2.93
H 0.23 -1.74 -0.98
O -5.40 -5.65 2.35
C -4.24 -3.71 1.90
H 7.71 -2.18 -1.25
C 0.76 1.13 -2.44
Pb -2.30 0.16 -1.45
H -3.59 -2.63 3.61
C 2.91 0.14 -2.00
C 0.81 -0.95 -1.42
O -3.12 -2.20 -2.35
C -2.72 -1.90 1.75
N 5.09 1.16 -2.50
O -1.78 -0.43 3.42
H -4.30 2.11 0.25
O -3.92 -4.19 -2.27
H -0.35 2.95 1.37
H 0.12 1.88 -2.91
N -3.45 -3.22 -1.71
C 2.14 1.23 -2.46
N 0.07 0.11 -1.87
C -3.51 -2.70 2.52
H -4.72 4.28 1.88
H -4.75 -4.77 0.14
H 7.37 2.46 -3.25
C -4.19 -3.91 0.52
O -5.32 -4.14 3.91
H 9.59 1.46 -2.87
H -0.33 2.15 2.94
O -2.46 0.50 1.52
C 2.17 -0.99 -1.59
H 9.75 -0.87 -1.75
C 4.37 0.16 -2.07
H -4.55 1.78 3.56
C 7.71 -1.15 -1.66
H -2.95 3.00 -0.25
C -3.34 -3.14 -0.24
Si -2.61 2.14 2.04
C 8.74 0.86 -2.59
O -1.69 -1.41 -0.25
C -0.87 2.86 2.30
H 2.65 -1.93 -1.29
C -2.20 -0.59 2.33
H -4.99 4.41 0.10
C 6.48 -0.53 -1.90
C -2.57 -2.13 0.35
C -3.58 2.27 3.59
H -0.98 3.86 2.72
N 5.18 -0.89 -1.69
H -3.46 5.00 0.77
C -4.25 4.23 0.88
N -5.07 -4.59 2.79
H 4.85 -1.70 -1.24
C 7.50 1.46 -2.83
H -3.76 3.32 3.79
C 8.81 -0.45 -2.04
H -3.08 1.88 4.49
C -3.57 2.86 0.63
```